Record 1
Density functional theory data (wB97M-V/def2-TZVPD) for C15H15BN2O2S as an isolated structure in a non-equilibrium geometry.

Last column: Mulliken charge in e.
Atoms and positions in Å:
1 S -2.70 -2.18 0.92  -0.4446
2 O -3.02 3.74 -4.49  -0.5707
3 O -1.26 5.19 -3.58  -0.4235
4 B -1.99 4.01 -3.58  0.4760
5 C -1.60 -1.23 0.03  0.1693
6 C 1.75 -1.59 1.62  -0.3171
7 C -0.10 -2.98 2.08  -0.2330
8 C -0.18 1.41 -0.87  -0.5161
9 C -2.10 1.73 -2.22  -0.7776
10 C 2.56 -2.38 2.38  -0.9573
11 C 0.69 -3.72 2.97  -1.2054
12 C 0.33 2.64 -1.26  -1.3337
13 C -1.59 2.94 -2.58  0.2552
14 C 0.39 -1.88 1.37  0.4306
15 C -1.42 0.89 -1.29  0.4137
16 C 2.04 -3.47 3.12  1.0725
17 C -0.41 3.45 -2.09  0.4172
18 N -0.26 -1.19 0.36  -0.2164
19 N -2.07 -0.30 -0.83  -0.0724
20 C 2.97 -4.30 3.94  -1.5483
21 C -0.24 4.82 -2.65  -0.3942
22 H -2.78 4.61 -4.91  0.3242
23 H 2.14 -0.77 1.15  0.4937
24 H -1.09 -3.31 1.86  0.2932
25 H 0.25 0.77 -0.13  0.9839
26 H -3.12 1.36 -2.53  0.2377
27 H 3.64 -2.19 2.51  0.2739
28 H 0.41 -4.60 3.52  0.3565
29 H 1.13 3.09 -0.69  0.3583
30 H 0.35 -0.93 -0.36  0.5603
31 H -3.02 -0.28 -1.08  0.2731
32 H 2.49 -4.69 4.81  0.3963
33 H 3.33 -5.14 3.30  0.2887
34 H 3.91 -3.89 4.22  0.3866
35 H -0.14 5.61 -1.84  0.2737
36 H 0.70 4.78 -3.14  0.2754

HOMO-LUMO gap ... 8.4621 eV
Energy relative to the best compared isomer or geometry (same formula, charge and spin) ... 0.869 eV
Max |F| ... 3.8 eV Å⁻¹
Energy ... -34386.3279 eV

=====

Record 2
Density functional theory data (wB97M-V/def2-TZVPD) for C36H55AlF19O16 as an isolated structure in a non-equilibrium geometry.

Last column: Mulliken charge in e.
Atoms and positions in Å:
1 C 4.37 -2.27 -0.40  -0.7916
2 C 3.14 -1.37 -0.24  0.2945
3 C 2.62 -1.42 1.19  -1.0867
4 C 1.53 -0.35 1.49  0.3609
5 O 1.03 0.21 0.32  -0.1984
6 Al 0.25 1.82 0.39  -0.6029
7 C -1.68 1.63 0.93  -0.9879
8 C -2.05 0.20 1.41  0.0543
9 C -3.37 -0.36 0.83  -0.2731
10 C -3.15 -1.27 -0.38  -0.5210
11 O -3.29 -0.51 -1.60  -0.4620
12 C 1.15 3.01 1.77  -0.7892
13 C 2.60 3.19 1.56  0.2213
14 O 3.29 2.71 0.72  -0.3916
15 F 3.22 4.01 2.49  -0.2787
16 O 0.32 2.48 -1.27  -0.3654
17 C 0.59 3.84 -1.46  -0.1243
18 C 2.00 4.08 -2.01  -0.9470
19 H 4.14 -3.31 -0.16  0.3797
20 H 5.19 -1.95 0.26  0.4305
21 H 4.75 -2.26 -1.43  -0.2878
22 H 3.41 -0.35 -0.52  0.0295
23 H 2.37 -1.75 -0.92  0.2001
24 H 3.47 -1.27 1.87  0.3386
25 H 2.23 -2.43 1.39  0.3651
26 H 1.99 0.39 2.16  0.1118
27 H 0.73 -0.84 2.07  -0.1508
28 H -2.33 1.91 0.10  0.3841
29 H -1.90 2.34 1.74  0.3773
30 H -1.26 -0.51 1.15  -0.2484
31 H -2.18 0.24 2.50  0.2864
32 H -4.05 0.45 0.55  0.4380
33 H -3.90 -0.96 1.57  -0.0232
34 H -3.89 -2.08 -0.40  0.4503
35 H -2.15 -1.71 -0.35  0.2409
36 H -3.52 -1.14 -2.29  0.1760
37 H 0.65 3.99 1.81  0.6780
38 H 1.03 2.60 2.78  0.4897
39 H -0.13 4.21 -2.22  0.4051
40 H 0.41 4.46 -0.57  0.1233
41 H 1.96 4.18 -3.10  0.3588
42 H 2.63 3.21 -1.81  0.0775
43 H 2.48 4.99 -1.63  0.2861
44 C 6.55 1.95 -0.43  -0.9229
45 C 7.66 1.73 -1.44  -0.3072
46 O 7.81 0.31 -1.71  -0.3291
47 C 6.92 -0.20 -2.54  0.5119
48 O 6.05 0.38 -3.12  -0.5211
49 C 7.15 -1.71 -2.72  0.7433
50 F 7.38 -2.32 -1.55  -0.2511
51 F 8.19 -1.94 -3.53  -0.3147
52 F 6.06 -2.25 -3.26  -0.1693
53 H 6.73 1.38 0.48  0.2855
54 H 6.48 3.01 -0.17  0.4138
55 H 5.59 1.64 -0.84  0.2204
56 H 8.63 2.05 -1.06  0.3237
57 H 7.47 2.26 -2.37  0.3112
58 C 3.92 6.07 4.69  -0.8641
59 C 4.34 7.52 4.75  -0.3325
60 O 4.43 8.00 6.12  -0.3048
61 C 5.55 7.72 6.76  0.3296
62 O 6.51 7.13 6.36  -0.5091
63 C 5.49 8.33 8.18  0.9097
64 F 4.31 8.10 8.76  -0.2479
65 F 5.66 9.65 8.11  -0.2583
66 F 6.44 7.82 8.95  -0.2428
67 H 2.98 5.92 5.22  0.3005
68 H 3.79 5.77 3.65  0.2711
69 H 4.67 5.42 5.14  0.3134
70 H 3.60 8.16 4.28  0.3315
71 H 5.30 7.68 4.25  0.3302
72 C 3.20 -2.66 -4.15  -0.9668
73 C 3.58 -4.03 -4.67  -0.2143
74 O 2.55 -5.01 -4.39  -0.3569
75 C 1.52 -5.03 -5.21  0.4183
76 O 1.33 -4.36 -6.18  -0.5356
77 C 0.55 -6.15 -4.78  0.8532
78 F 0.34 -6.14 -3.46  -0.2557
79 F 1.05 -7.35 -5.11  -0.2768
80 F -0.63 -6.01 -5.39  -0.2530
81 H 2.98 -2.71 -3.08  0.1521
82 H 4.01 -1.96 -4.30  0.3137
83 H 2.31 -2.28 -4.65  0.4454
84 H 4.47 -4.40 -4.17  0.3284
85 H 3.77 -4.01 -5.74  0.3052
86 C -4.16 -3.27 7.79  -1.1408
87 C -4.80 -3.05 6.44  -0.2319
88 O -3.83 -2.64 5.45  -0.2633
89 C -3.12 -3.62 4.90  0.1499
90 O -3.21 -4.79 5.13  -0.5464
91 C -2.18 -3.02 3.84  1.1144
92 F -1.56 -1.94 4.30  -0.2615
93 F -2.90 -2.69 2.76  -0.2261
94 F -1.26 -3.91 3.48  -0.2735
95 H -3.62 -2.38 8.10  0.3095
96 H -4.92 -3.49 8.53  0.3773
97 H -3.45 -4.10 7.75  0.3152
98 H -5.52 -2.23 6.47  0.3116
99 H -5.32 -3.94 6.09  0.3368
100 C -2.71 -4.09 -6.79  -0.9315
101 C -2.64 -2.72 -6.15  -0.1133
102 O -3.79 -1.92 -6.52  -0.3271
103 C -4.90 -2.12 -5.82  0.3749
104 O -5.06 -2.91 -4.93  -0.5212
105 C -5.99 -1.14 -6.29  0.8982
106 F -6.05 -1.08 -7.62  -0.2643
107 F -5.74 0.08 -5.82  -0.2537
108 F -7.18 -1.53 -5.84  -0.2442
109 H -2.81 -4.00 -7.87  0.3196
110 H -1.79 -4.64 -6.57  0.2125
111 H -3.56 -4.66 -6.41  0.3230
112 H -1.79 -2.16 -6.52  0.3374
113 H -2.57 -2.77 -5.07  0.2264
114 C -8.42 0.39 -1.98  -1.0238
115 C -8.99 0.99 -0.71  -0.2597
116 O -8.84 0.09 0.41  -0.3456
117 C -7.64 0.09 0.98  0.3599
118 O -6.71 0.76 0.68  -0.4844
119 C -7.63 -0.90 2.16  0.8924
120 F -8.21 -2.06 1.83  -0.2712
121 F -8.31 -0.38 3.19  -0.2706
122 F -6.39 -1.15 2.56  -0.2109
123 H -8.87 -0.57 -2.18  0.3029
124 H -8.61 1.06 -2.82  0.3706
125 H -7.34 0.25 -1.89  0.2850
126 H -10.06 1.15 -0.80  0.3188
127 H -8.52 1.94 -0.47  0.3230

HOMO-LUMO gap ... 7.0509 eV
Max |F| ... 1.0 eV Å⁻¹
Energy ... -129220.2487 eV
Charge ... -1

=====

Record 3
Density functional theory data (wB97M-V/def2-TZVPD) for C40H36BrN7O4RbS2 as an isolated structure.

Last column: Mulliken charge in e.
Atoms and positions in Å:
1 Rb -0.65 0.44 -1.03  0.2911
2 N 3.51 1.82 -2.26  -0.4185
3 C 2.60 0.83 -2.47  0.1681
4 S 1.42 0.99 -3.69  -0.4415
5 N 2.81 -0.24 -1.69  -1.1120
6 N 1.79 -1.10 -1.71  1.0078
7 C 1.98 -2.29 -1.25  -0.8413
8 C 3.29 -2.74 -0.71  -0.4538
9 C 4.10 -3.64 -1.40  0.1623
10 C 5.32 -4.05 -0.87  -0.7046
11 C 5.74 -3.57 0.36  -0.3585
12 C 4.95 -2.67 1.06  -1.0122
13 C 3.73 -2.26 0.53  0.2073
14 C 0.81 -3.18 -1.17  0.9156
15 C 0.92 -4.48 -0.65  -0.6933
16 C -0.21 -5.27 -0.54  -0.7860
17 C -1.44 -4.76 -0.94  -0.8637
18 C -1.46 -3.47 -1.44  -0.1141
19 N -0.39 -2.70 -1.57  0.1224
20 H 3.31 2.70 -2.71  0.2226
21 H 3.97 1.85 -1.37  0.2401
22 H 3.77 -4.01 -2.36  0.4397
23 H 5.94 -4.75 -1.42  0.3677
24 H 6.69 -3.88 0.77  0.3960
25 H 5.27 -2.28 2.01  0.4959
26 H 3.11 -1.55 1.06  0.6759
27 H 1.88 -4.85 -0.33  0.4165
28 H -0.13 -6.27 -0.14  0.3711
29 H -2.35 -5.34 -0.86  0.5068
30 H -2.40 -3.02 -1.74  0.3393
31 C -1.44 -0.77 -4.58  -1.0095
32 O -2.17 -0.21 -3.49  0.3313
33 C -3.18 0.66 -3.76  0.5500
34 C -3.64 0.98 -5.02  -0.5589
35 C -4.62 1.98 -5.13  -0.2043
36 Br -5.27 2.40 -6.86  -0.2424
37 C -5.07 2.69 -4.04  -0.9437
38 C -4.59 2.36 -2.77  0.5240
39 C -3.74 1.27 -2.64  -0.1006
40 O -3.33 0.82 -1.43  -0.0140
41 C -4.89 3.19 -1.59  0.1792
42 N -6.00 3.85 -1.41  -0.8065
43 C -5.81 4.55 -0.22  0.1387
44 C -6.67 5.42 0.46  -0.7663
45 C -6.21 5.98 1.64  -0.3776
46 C -4.93 5.69 2.14  -0.5101
47 C -4.07 4.83 1.48  -0.6478
48 C -4.54 4.27 0.30  0.5950
49 N -3.97 3.39 -0.59  0.2802
50 H -2.08 -1.45 -5.15  0.3463
51 H -0.61 -1.30 -4.13  0.0673
52 H -1.05 0.01 -5.23  0.4980
53 H -3.25 0.50 -5.90  0.5336
54 H -5.76 3.51 -4.15  0.5433
55 H -3.94 1.06 -0.72  0.3298
56 H -7.65 5.64 0.07  0.4218
57 H -6.85 6.66 2.19  0.3586
58 H -4.61 6.16 3.07  0.3824
59 H -3.08 4.60 1.85  0.5158
60 H -3.00 3.09 -0.52  0.0586
61 C 7.13 -0.01 5.11  -1.1067
62 C 5.82 0.34 4.44  0.8035
63 O 4.81 -0.28 4.61  -0.5596
64 S 5.97 1.76 3.37  -0.3199
65 C 4.32 1.97 2.78  -0.3211
66 C 3.90 1.29 1.64  0.1234
67 C 2.61 1.48 1.16  0.0760
68 C 1.72 2.36 1.78  0.0246
69 C 2.17 3.03 2.93  -0.9142
70 C 3.44 2.84 3.43  -0.1958
71 C 0.40 2.57 1.26  -0.1350
72 C -0.71 2.73 0.75  -1.3280
73 H 7.30 -1.08 5.01  0.2826
74 H 7.04 0.22 6.17  0.2817
75 H 7.97 0.55 4.69  0.3772
76 H 4.57 0.62 1.12  0.5694
77 H 2.33 0.95 0.26  0.3752
78 H 1.49 3.71 3.43  0.4859
79 H 3.77 3.36 4.32  0.4206
80 C -0.30 -3.49 2.70  -0.8129
81 N -1.49 -2.87 2.16  0.2282
82 C -2.75 -3.55 2.37  -0.9471
83 C -1.42 -1.79 1.36  0.4532
84 O -2.36 -1.25 0.80  -0.6412
85 H -0.38 -3.59 3.78  0.3413
86 H 0.57 -2.87 2.47  0.1683
87 H -0.15 -4.48 2.26  0.2753
88 H -2.92 -3.70 3.44  0.3315
89 H -2.74 -4.53 1.87  0.2925
90 H -3.55 -2.95 1.95  0.2585
91 H -0.38 -1.43 1.26  0.0940

HOMO-LUMO gap ... 6.6707 eV
Energy relative to the best compared isomer or geometry (same formula, charge and spin) ... 0.488 eV
Max |F| ... 0.5 eV Å⁻¹
Energy ... -153055.0116 eV
Charge ... -1